ORCA calculation (ωB97M-V with the def2-TZVPD basis set) on a 2-piece molecular cluster, C4H5ClN2O overall in a non-equilibrium geometry.

Values from the calculation:
- Lowest unoccupied orbital energy: 0.0277 Ha
- SMILES: C[C@@H](Cl)C#[N+][O-].C#N
- Electronic energy: -21774.78539 eV
- Gap between HOMO and LUMO: 10.0 eV
- Relative energy (zero: lowest compared OMol25 entry of this formula, charge and spin): 107.3 kcal per mole

Structure (ORCA input):
```
! RIJCOSX wB97M-V def2-TZVPD def2/J DEFGRID3
* xyz 0 1
C 1.36 -0.13 0.54
C -0.01 -0.14 0.04
Cl -0.15 0.19 -1.70
C -0.57 -1.47 0.10
N -0.81 -2.59 -0.07
O -1.27 -3.68 -0.15
H 2.05 -0.75 0.12
H 1.16 -0.42 1.55
H 1.76 0.95 0.62
H -0.54 0.50 0.69
C -3.58 0.37 -1.11
N -2.97 -0.20 -0.37
H -4.20 0.70 -1.88
*
```

=====

ORCA calculation (ωB97M-V with the def2-TZVPD basis set) on one molecule with the formula C4H5ClN2O2S in a non-equilibrium geometry.

Values from the calculation:
- Lowest unoccupied orbital energy (alpha / beta): -0.0399 / -0.0080 Ha
- Electronic energy: -34654.36629 eV
- Gap between HOMO and LUMO (alpha / beta): 6.9 / 8.4 eV
- Relative energy (zero: lowest compared OMol25 entry of this formula, charge and spin): 151.2 kcal per mole

Structure (ORCA input):
```
! RIJCOSX wB97M-V def2-TZVPD def2/J DEFGRID3
* xyz 0 1
C 2.17 0.39 1.33
C 1.20 -0.84 1.67
C 2.74 0.07 0.23
C -2.54 0.58 -1.31
N -0.02 -1.02 1.44
N -0.98 -0.58 0.73
O -0.02 1.32 -0.71
O -0.33 -0.84 -1.75
S -0.85 0.13 -0.83
Cl 2.95 -0.77 -1.06
H 2.60 1.03 2.13
H 1.69 -1.64 2.08
H -3.27 0.05 -0.56
H -2.65 1.76 -1.09
H -2.69 0.36 -2.31
*
```

=====

ORCA calculation (ωB97M-V with the def2-TZVPD basis set) on a 2-piece molecular cluster, C4H5ClN2S overall in a non-equilibrium geometry.

Values from the calculation:
- Lowest unoccupied orbital energy: -0.1186 Ha
- Electronic energy: -30564.13688 eV
- Gap between HOMO and LUMO: 3.3 eV
- Relative energy (zero: lowest compared OMol25 entry of this formula, charge and spin): 63.6 kcal per mole

Structure (ORCA input):
```
! RIJCOSX wB97M-V def2-TZVPD def2/J DEFGRID3
* xyz 0 1
C -1.00 -0.64 0.77
C -2.95 0.23 0.45
C -0.58 0.28 -0.20
C 0.65 0.68 -0.59
N -2.25 -0.69 1.09
N 1.73 -0.06 -0.49
S -1.97 1.32 -0.53
Cl 5.58 -1.09 -0.49
H -0.37 -1.27 1.39
H -3.99 0.30 0.41
H 0.94 1.58 -1.09
H 2.61 0.28 -0.79
H 1.59 -0.91 0.08
*
```

=====

ORCA calculation (ωB97M-V with the def2-TZVPD basis set) on a 2-piece molecular cluster, C4H5ClO overall in a non-equilibrium geometry.

Values from the calculation:
- Lowest unoccupied orbital energy: 0.0175 Ha
- SMILES: C#CC(=C)O.Cl
- Electronic energy: -18795.62744 eV
- Gap between HOMO and LUMO: 9.8 eV
- Relative energy (zero: lowest compared OMol25 entry of this formula, charge and spin): 59.3 kcal per mole

Structure (ORCA input):
```
! RIJCOSX wB97M-V def2-TZVPD def2/J DEFGRID3
* xyz 0 1
C 2.44 -0.89 0.86
C 1.31 -0.68 0.46
C 0.06 -0.40 -0.21
C -0.28 0.83 -0.69
O -0.65 -1.58 -0.52
H 3.20 -1.13 1.42
H -1.15 0.88 -1.34
H 0.13 1.66 -0.20
H -1.20 -1.29 -1.35
Cl -1.48 1.06 2.46
H -0.59 1.36 1.64
*
```

=====

ORCA calculation (ωB97M-V with the def2-TZVPD basis set) on one molecule with the formula C4H5ClO in a non-equilibrium geometry.

Values from the calculation:
- Lowest unoccupied orbital energy: 0.0320 Ha
- SMILES: Cl[C@H]1C=COC1
- Electronic energy: -18797.39951 eV
- Gap between HOMO and LUMO: 10.0 eV
- Relative energy (zero: lowest compared OMol25 entry of this formula, charge and spin): 18.4 kcal per mole

Structure (ORCA input):
```
! RIJCOSX wB97M-V def2-TZVPD def2/J DEFGRID3
* xyz 0 1
Cl -0.56 1.80 0.12
C 0.12 0.19 0.66
C -0.94 -0.93 0.49
C -0.36 -1.71 -0.42
O 0.90 -1.45 -0.89
C 1.29 -0.21 -0.16
H 0.51 0.27 1.74
H -1.77 -0.87 1.14
H -0.75 -2.47 -1.00
H 2.11 -0.53 0.59
H 1.61 0.64 -0.85
*
```

=====

ORCA calculation (ωB97M-V with the def2-TZVPD basis set) on a 2-piece molecular cluster, C4H5ClO2 overall in a non-equilibrium geometry.

Values from the calculation:
- Lowest unoccupied orbital energy: 0.0234 Ha
- SMILES: OC#CCl.CC=O
- Electronic energy: -20842.33411 eV
- Gap between HOMO and LUMO: 9.9 eV
- Relative energy (zero: lowest compared OMol25 entry of this formula, charge and spin): 70.1 kcal per mole

Structure (ORCA input):
```
! RIJCOSX wB97M-V def2-TZVPD def2/J DEFGRID3
* xyz 0 1
O 0.89 2.14 -0.91
C 1.53 1.12 -0.55
C 1.75 -0.04 -0.28
Cl 2.65 -1.39 0.20
H -0.01 2.10 -1.07
C -1.02 -0.78 1.01
C -0.96 -0.27 -0.45
O -1.30 0.85 -0.83
H -0.09 -0.59 1.48
H -1.04 -1.77 1.03
H -1.82 -0.24 1.59
H -0.58 -1.13 -1.21
*
```

=====

ORCA calculation (ωB97M-V with the def2-TZVPD basis set) on one molecule with the formula C4H5ClO2S in a non-equilibrium geometry.

Values from the calculation:
- Lowest unoccupied orbital energy: 0.0173 Ha
- SMILES: O=C(O)[C@@H](S)/C=C\Cl
- Electronic energy: -31681.15134 eV
- Gap between HOMO and LUMO: 9.9 eV
- Relative energy (zero: lowest compared OMol25 entry of this formula, charge and spin): 13.1 kcal per mole

Structure (ORCA input):
```
! RIJCOSX wB97M-V def2-TZVPD def2/J DEFGRID3
* xyz 0 1
O -1.65 1.39 -1.38
C -0.85 1.14 -0.49
O 0.04 2.02 0.02
C -0.79 -0.26 0.19
S -1.23 -1.63 -0.85
C 0.58 -0.59 0.79
C 1.78 -0.56 0.23
Cl 2.09 -0.09 -1.42
H 0.65 1.60 0.62
H -1.52 -0.20 1.01
H -2.34 -1.03 -1.31
H 0.57 -0.98 1.82
H 2.68 -0.80 0.78
*
```

=====

ORCA calculation (ωB97M-V with the def2-TZVPD basis set) on C4H5ClO3 as an isolated structure in a non-equilibrium geometry.

Values from the calculation:
- Lowest unoccupied orbital energy: 0.0106 Ha
- Electronic energy: -22889.78178 eV
- Gap between HOMO and LUMO: 9.9 eV
- Relative energy (zero: lowest compared OMol25 entry of this formula, charge and spin): 97.3 kcal per mole

Structure (ORCA input):
```
! RIJCOSX wB97M-V def2-TZVPD def2/J DEFGRID3
* xyz 0 1
C -2.43 0.34 0.12
C -1.36 0.95 -0.45
C 1.02 0.62 0.11
C 1.19 -1.05 0.00
O -0.15 1.47 0.04
O 0.67 -1.71 0.89
O 2.07 -1.55 -0.86
Cl 1.19 1.19 1.78
H -2.85 -0.54 -0.30
H -1.17 0.81 -1.49
H 1.93 1.23 -0.34
H -2.53 0.63 1.12
H 2.43 -2.38 -0.61
*
```